[1]
Below is a structure of composition C8H20N2O10Sr at a distorted geometry, with properties calculated with ωB97M-V with the def2-TZVPD basis set.

```
41
Properties=species:S:1:pos:R:3:forces:R:3:nbo_charge:R:1
Sr 1.2044 0.3577 1.4776 1.07 -0.36 0.74 1.876
O 5.7729 -1.6207 1.4176 -1.27 0.10 0.74 -0.558
O -1.4840 0.7609 3.6677 -1.67 0.52 -0.97 -0.597
O -2.3450 0.6977 0.9326 0.61 0.07 -0.27 -0.591
O -0.8098 -0.5791 -5.2383 0.76 -2.26 -1.62 -0.527
O 6.9141 -0.7715 -0.0651 2.07 1.94 -2.80 -0.475
O 0.6536 -0.4217 -2.5281 -2.48 -0.37 -0.13 -0.576
O 3.5613 0.2832 4.6068 -2.21 1.19 -2.49 -0.665
O 4.9991 0.3992 6.1009 1.98 1.21 1.67 -0.480
O 4.1866 -1.5030 5.5870 0.01 -1.18 0.11 -0.520
O 5.0336 0.1728 0.5000 -1.32 1.88 -0.92 -0.646
N 4.2810 -0.2930 5.4397 -0.76 -1.01 0.05 0.729
N 5.9204 -0.6923 0.5887 -0.62 -3.75 2.83 0.717
C -0.3295 -1.6835 -6.1340 -0.42 1.01 -0.04 -0.278
C -1.3333 -1.0942 -4.0571 0.25 1.53 2.38 -0.106
C -3.1086 0.0539 1.9824 0.45 0.37 -0.98 -0.102
C -2.8817 1.9456 0.4479 -0.72 -0.19 0.25 -0.268
C -2.9188 0.7842 3.2790 0.99 -0.96 0.12 -0.106
C -1.3864 1.5760 4.8394 0.28 -0.51 0.21 -0.259
C -0.2781 -1.4585 -3.0073 1.87 -0.78 -0.95 -0.098
C 1.2890 0.3404 -3.5324 2.49 0.94 1.22 -0.278
H 2.0101 -0.2069 -4.1394 -0.88 -0.65 -0.77 0.192
H -2.0157 1.1317 5.6105 0.18 0.00 0.27 0.185
H 0.0916 -2.5513 -5.6263 -0.31 0.15 0.44 0.182
H 0.8002 1.1786 -4.0290 -0.80 -0.74 -0.20 0.194
H 0.4523 -1.3569 -6.8196 0.07 0.69 0.42 0.203
H -4.1331 -0.1037 1.6454 -0.43 0.83 0.28 0.205
H -1.7573 2.5868 4.6699 0.19 0.14 -0.19 0.173
H -2.3047 2.4025 -0.3561 0.46 -0.67 0.02 0.203
H 2.0594 0.8406 -2.9455 0.06 0.52 0.33 0.184
H -0.7226 -1.9996 -2.1720 -0.09 0.57 0.31 0.185
H 0.4282 -2.1716 -3.4324 -0.11 -0.44 -0.28 0.173
H -2.1264 -1.8417 -4.0748 0.28 -0.58 -0.72 0.187
H -1.8356 -0.2777 -3.5385 -0.34 0.59 -0.39 0.183
H -3.8829 1.7832 0.0487 -0.11 -0.10 -0.01 0.188
H -1.1322 -1.9848 -6.8069 -0.32 -0.13 0.37 0.188
H -3.4733 0.2056 4.0178 -0.09 0.32 0.38 0.201
H -2.9653 2.7244 1.2060 0.09 -0.17 0.38 0.174
H -3.2721 1.8141 3.2280 0.05 0.00 0.12 0.188
H -2.8232 -0.9945 2.0697 0.91 0.11 -0.05 0.204
H -0.3387 1.5670 5.1401 -0.15 0.14 0.15 0.216
```
Positions in Å, forces in eV/Å.

## Properties
lowest unoccupied orbital energy: -3.5 eV
relative energy (zero: lowest compared OMol25 entry of this formula, charge and spin): 786.9 kJ/mol
charge: 0
orbital gap: 3.165 eV

=====

[2]
Below is a cluster of 2 separate species, H2O4PS in total at a distorted geometry, with properties calculated with ωB97M-V with the def2-TZVPD basis set.

```
8
Properties=species:S:1:pos:R:3:forces:R:3:nbo_charge:R:1
S -0.0393 -0.2233 -1.4334 -1.48 0.58 0.83 2.418
P 0.4154 0.1462 2.0185 -2.41 1.96 1.33 0.696
O 0.1918 1.1513 -1.8315 0.11 -0.69 0.90 -0.887
O -1.3758 -0.5118 -0.9033 2.20 -0.04 -0.85 -0.858
O 1.0213 -0.7304 0.9523 0.42 -1.20 -3.14 -1.175
O 0.7648 -1.1856 -2.1220 -0.34 -0.45 0.44 -0.873
H 0.1653 1.4014 1.2822 0.06 -0.18 0.56 -0.150
H -1.1434 -0.0478 2.0372 1.43 0.02 -0.07 -0.170
```
Positions in Å, forces in eV/Å.

## Properties
lowest unoccupied orbital energy (alpha / beta): 2.9 / 2.9 eV
relative energy (zero: lowest compared OMol25 entry of this formula, charge and spin): 202.8 kJ/mol
charge: -1
orbital gap (alpha / beta): 6.500 / 6.501 eV

=====

[3]
Below is a structure of composition C27H32As2Br2N7O11PtS2, with properties calculated with ωB97M-V with the def2-TZVPD basis set.

```
84
Properties=species:S:1:pos:R:3:forces:R:3:lowdin_spin:R:1
Pt 0.7158 1.1886 -0.3767 -0.24 -0.10 -0.34 1.336
Br 7.0336 1.5669 -2.9561 -0.12 -0.01 0.06 -0.002
Br 1.1102 6.2337 -4.9822 -0.01 -0.09 0.08 -0.001
As 0.2863 -0.6319 1.3626 0.08 -0.08 0.17 0.051
As -1.8731 -2.5204 -0.6129 -0.10 -0.06 0.02 0.489
S 0.4682 -0.6325 -2.1728 0.36 0.06 0.14 0.443
S 0.1033 0.7028 -4.5542 0.01 -0.09 0.12 0.641
O -1.5292 1.9642 0.0906 0.30 -0.09 0.12 0.081
O 0.7296 -5.4047 -0.2158 0.04 -0.02 0.01 0.001
O -2.0548 3.6130 1.3541 0.14 0.04 0.18 0.004
O 2.0871 -4.0902 1.7169 -0.03 -0.03 0.15 0.002
O -0.3779 -4.4152 -1.9058 0.01 -0.04 0.03 0.023
O -4.1677 -1.0427 -0.8280 -0.03 -0.01 0.05 0.020
O -4.6990 -0.5855 1.3177 0.02 0.07 0.01 0.001
O 2.8979 -2.0692 1.1409 0.00 0.02 -0.07 0.013
O -1.8754 -0.5952 -3.3271 0.17 0.10 0.21 0.043
O -3.0324 -0.2361 3.4544 -0.11 -0.06 -0.01 0.002
O -1.3663 1.1893 2.9789 -0.20 0.08 -0.07 0.014
N -0.1793 4.4728 2.9674 -0.06 0.00 0.04 0.002
N 0.7317 2.7657 -1.9418 0.06 0.00 0.15 0.090
N -1.2206 2.8626 0.9077 -0.11 0.22 -0.08 0.001
N 1.8514 3.5513 2.5160 -0.08 -0.01 -0.01 0.000
N 0.1030 2.9206 1.1715 -0.08 -0.05 0.09 0.065
N 2.6933 2.6657 1.8457 0.03 -0.01 0.03 0.001
N 2.8133 1.3271 -1.0570 -0.03 0.04 0.00 0.105
C 0.9486 4.8300 -3.7613 -0.01 -0.02 0.02 -0.003
C 3.7949 0.5309 -0.6312 0.05 0.00 0.00 0.005
C -0.6484 -0.1831 -3.3726 -0.36 -0.01 -0.32 0.061
C 0.9548 -6.5903 -1.0343 -0.01 -0.01 -0.05 0.001
C 2.0063 -2.8874 1.2283 0.20 0.06 -0.03 0.005
C -2.4821 -1.2798 0.7263 0.15 0.06 -0.05 0.065
C 0.6212 -2.4873 0.8154 -0.14 -0.04 0.08 0.070
C 5.0708 0.5690 -1.1576 0.07 0.03 -0.05 0.004
C 1.9253 3.0626 -2.4729 -0.02 0.04 -0.05 0.008
C -0.3451 3.4600 -2.3150 -0.06 0.02 -0.01 0.006
C 0.5433 3.6566 2.2225 0.02 -0.12 -0.28 0.007
C 2.0691 4.1014 -3.3794 -0.01 0.01 -0.04 0.003
C 0.0729 -4.4354 -0.7791 0.02 -0.04 -0.10 0.004
C 5.3368 1.4697 -2.1806 -0.01 -0.02 0.02 -0.004
C -2.7871 -0.2452 -4.4065 -0.09 0.02 -0.06 0.015
C -3.9056 -0.9448 0.3538 -0.08 -0.05 -0.06 0.004
C -0.2890 4.4960 -3.2234 0.07 0.05 -0.06 0.005
C -3.4033 0.5485 4.6187 0.01 0.03 0.02 0.000
C -6.0768 -0.2347 0.9844 -0.03 0.01 -0.01 0.001
C -0.2001 -3.2071 0.0515 -0.08 0.14 -0.10 0.065
C 3.3812 -4.5653 2.1817 0.04 0.01 0.00 0.000
C -2.0497 0.2174 2.7310 0.24 0.00 0.24 0.007
C -1.6612 -0.6884 1.5975 -0.09 -0.07 -0.11 0.084
C 0.9471 -0.6642 3.1922 0.02 0.00 -0.04 0.021
C 3.0632 2.2107 -2.0392 0.07 -0.03 -0.01 0.009
C 4.3151 2.3006 -2.6256 0.03 0.00 0.02 0.004
C -3.1606 -3.9652 -0.7226 0.01 0.02 0.00 0.088
H -6.7154 -0.9489 1.4951 0.02 0.00 -0.01 0.000
H 0.3851 -1.3906 3.7785 0.01 0.00 -0.02 0.002
H 0.8225 0.3261 3.6203 -0.01 -0.01 -0.04 0.001
H 3.8151 -5.1797 1.3968 0.00 0.02 -0.01 0.000
H -6.2435 0.7666 1.3689 0.01 -0.01 0.00 0.000
H 3.1494 2.0648 2.5227 0.01 0.01 0.01 0.000
H 4.0296 -3.7257 2.4126 -0.01 -0.02 0.01 0.000
H 3.1757 -5.1636 3.0625 0.00 0.00 -0.02 0.000
H 0.2267 4.9335 3.7669 -0.03 0.00 -0.01 0.000
H 1.5839 -6.3315 -1.8821 -0.01 0.00 0.01 0.000
H -3.2448 -4.4014 0.2746 0.00 0.01 -0.01 0.018
H -4.1092 -3.5492 -1.0483 0.02 0.02 0.02 0.000
H 5.8345 -0.0969 -0.7830 0.00 0.00 0.00 0.001
H 3.4022 3.1853 1.3394 -0.01 0.01 -0.01 0.000
H 3.0334 4.3595 -3.7891 0.00 0.00 -0.01 0.001
H 3.5408 -0.1663 0.1518 -0.01 -0.09 0.06 0.001
H -1.2853 3.1646 -1.8694 -0.02 0.01 0.01 0.001
H -2.5683 0.5847 5.3144 0.00 0.01 -0.01 0.000
H 2.2333 4.1659 3.2213 0.00 0.01 0.00 0.000
H -2.7200 0.8215 -4.6131 0.00 -0.01 0.00 0.008
H 0.0003 -6.9777 -1.3807 0.01 -0.01 0.00 0.000
H -1.1851 5.0327 -3.4990 0.00 0.01 0.00 0.001
H -3.6782 1.5530 4.3068 0.00 -0.01 0.01 0.000
H -1.1559 4.6079 2.7614 -0.05 0.00 -0.04 0.000
H -4.2479 0.0285 5.0547 0.01 0.00 -0.01 0.000
H 4.5100 2.9965 -3.4271 0.00 0.00 0.00 0.001
H 1.4478 -7.2963 -0.3770 0.00 0.01 0.00 0.000
H -3.7709 -0.5003 -4.0292 0.01 -0.01 -0.03 0.001
H 1.9991 -0.9375 3.1673 -0.01 0.00 -0.01 0.000
H -2.7925 -4.6955 -1.4372 0.02 0.03 0.01 0.000
H -2.5378 -0.8343 -5.2869 0.02 0.02 0.01 0.002
H -6.2247 -0.2720 -0.0894 -0.01 0.00 0.01 0.000
```
Positions in Å, forces in eV/Å.

## Properties
lowest unoccupied orbital energy (alpha / beta): -8.1 / -10.7 eV
relative energy (zero: lowest compared OMol25 entry of this formula, charge and spin): 0.0 kJ/mol
spin multiplicity: 5
expectation value of S²: 6.026
charge: +3
orbital gap (alpha / beta): 6.982 / 5.695 eV

=====

Q: What is the charge in the second record?
A: -1

=====

Q: The lowest relative energy (zero: lowest compared OMol25 entry of this formula, charge and spin) belongs to which entry?
A: C27H32As2Br2N7O11PtS2

=====

Q: What is the formula in the first record?
A: C8H20N2O10Sr